{"formula": "C36H107N5O21", "method": "ωB97M-V with the def2-TZVPD basis set", "homo_ev": -8.801, "orbital_gap_ha": 0.3238, "max_force_ev_per_a": 2.5, "e_lumo_ev": 0.01, "species": ["C", "O", "H", "H", "H", "H", "C", "O", "H", "H", "H", "H", "C", "O", "H", "H", "H", "H", "C", "O", "H", "H", "H", "H", "C", "C", "C", "O", "C", "N", "H", "H", "H", "H", "H", "H", "H", "H", "H", "H", "H", "C", "C", "C", "O", "C", "N", "H", "H", "H", "H", "H", "H", "H", "H", "H", "H", "H", "C", "C", "C", "O", "C", "N", "H", "H", "H", "H", "H", "H", "H", "H", "H", "H", "H", "C", "C", "C", "O", "C", "N", "H", "H", "H", "H", "H", "H", "H", "H", "H", "H", "H", "C", "C", "C", "O", "C", "N", "H", "H", "H", "H", "H", "H", "H", "H", "H", "H", "H", "C", "C", "O", "O", "H", "H", "H", "H", "H", "H", "C", "C", "O", "O", "H", "H", "H", "H", "H", "H", "C", "C", "O", "O", "H", "H", "H", "H", "H", "H", "C", "C", "O", "O", "H", "H", "H", "H", "H", "H", "C", "C", "O", "O", "H", "H", "H", "H", "H", "H", "C", "C", "O", "O", "H", "H", "H", "H", "H", "H"], "positions_angstrom": [[4.00275, 1.29217, 1.94021], [3.40315, 1.48939, 0.67858], [3.77999, 2.08962, 2.65206], [3.67871, 0.33171, 2.34353], [5.09503, 1.27099, 1.94568], [3.06734, 2.39807, 0.71699], [-0.17061, -4.30462, 2.98230], [0.73670, -5.32744, 3.07669], [-1.07202, -4.68097, 2.48922], [-0.53207, -4.07792, 3.98788], [0.29017, -3.41644, 2.54485], [1.10644, -5.51771, 2.20264], [3.49737, -2.11071, -0.73055], [2.26830, -2.47483, -1.33742], [3.62118, -1.03770, -0.88083], [3.47991, -2.25045, 0.35570], [4.37905, -2.71459, -0.94460], [1.58468, -1.79836, -1.36049], [1.90346, -0.01471, 5.11052], [0.97939, -0.67058, 4.25976], [1.52874, 0.99312, 5.29547], [1.87982, -0.53432, 6.06915], [2.94334, -0.06397, 4.78428], [0.99896, -0.17972, 3.41621], [3.94336, 4.99545, -0.37482], [2.46764, 4.74772, -0.18581], [1.85841, 3.91409, -1.31183], [1.41409, 4.80112, -2.31186], [0.99789, 4.08163, -3.44808], [2.35778, 4.01425, 1.08355], [4.40939, 4.06384, -0.70011], [4.45535, 5.46269, 0.46600], [4.07020, 5.68822, -1.20916], [2.06816, 5.76218, -0.11326], [1.02382, 3.30037, -0.96524], [2.63237, 3.23119, -1.67143], [1.77418, 3.46448, -3.90865], [0.66055, 4.79955, -4.19457], [0.20034, 3.34670, -3.30980], [1.37543, 3.98511, 1.31991], [2.86293, 4.52506, 1.79551], [0.27028, 3.35406, 4.58624], [-0.57133, 4.62004, 4.36528], [-0.41421, 5.75508, 5.42282], [0.83069, 6.41958, 5.20157], [1.14744, 7.36229, 6.23689], [-0.31407, 5.07091, 2.97988], [1.27961, 3.44293, 4.18689], [-0.22518, 2.51111, 4.10206], [0.16219, 3.12836, 5.64773], [-1.64103, 4.41313, 4.43880], [-0.35838, 5.33579, 6.42975], [-1.23768, 6.46807, 5.34536], [1.50602, 6.80430, 7.10422], [0.28647, 7.96974, 6.51871], [1.97056, 8.01232, 5.94362], [-0.91551, 5.88090, 2.89718], [0.67510, 5.27765, 3.00393], [0.77825, -7.49339, -0.46466], [1.12977, -6.00508, -0.64849], [-0.16762, -5.14392, -0.65156], [-0.91504, -5.31057, -1.78018], [-0.64836, -4.51348, -2.90439], [1.94944, -5.66040, 0.46133], [0.30679, -7.54599, 0.51788], [1.66335, -8.13034, -0.43957], [0.11168, -7.89361, -1.22790], [1.65040, -5.86520, -1.59952], [-0.03273, -4.06408, -0.53211], [-0.70561, -5.36565, 0.27338], [0.25270, -4.82091, -3.43682], [-0.65102, -3.45724, -2.62379], [-1.46218, -4.56586, -3.62930], [2.66554, -6.37233, 0.54031], [2.49070, -4.81479, 0.33931], [-5.73331, -4.71636, -1.25159], [-4.24001, -4.57454, -1.55189], [-3.59725, -3.61858, -0.56827], [-4.04275, -2.29284, -0.46880], [-3.70652, -1.42232, -1.55608], [-3.62030, -5.92355, -1.47814], [-5.92848, -4.66176, -0.17982], [-6.21286, -5.60691, -1.65492], [-6.19118, -3.79910, -1.62777], [-4.07279, -4.18462, -2.55980], [-2.52988, -3.61769, -0.81531], [-3.57697, -4.00609, 0.45181], [-4.07473, -1.75113, -2.53007], [-2.61443, -1.38938, -1.56984], [-4.10282, -0.41121, -1.46909], [-3.96910, -6.43947, -2.27460], [-2.62779, -5.74049, -1.60376], [-1.12352, -0.79292, 1.38389], [0.26516, -0.34072, 0.83528], [0.17097, 0.22787, -0.54693], [-0.10046, -0.75865, -1.52624], [-0.26950, -0.27639, -2.86070], [0.86442, 0.57585, 1.82144], [-1.82196, 0.03985, 1.28637], [-1.07411, -1.21492, 2.38541], [-1.54879, -1.57517, 0.75139], [0.94934, -1.19050, 0.88984], [1.12856, 0.69491, -0.79351], [-0.64385, 0.95632, -0.52418], [-0.46187, -1.12481, -3.51622], [0.65412, 0.23393, -3.13713], [-1.17466, 0.31911, -2.99559], [0.39745, 1.47986, 1.74548], [1.79448, 0.78480, 1.45235], [-2.14018, 3.16571, 0.69858], [-1.98440, 4.05644, -0.50020], [-3.22267, 4.48421, -1.03838], [-0.86991, 2.89603, 1.29512], [-2.66145, 2.25159, 0.40252], [-2.81214, 3.55600, 1.46595], [-1.47074, 3.48892, -1.27894], [-1.37419, 4.89843, -0.17304], [-3.69334, 3.68240, -1.28345], [-0.79762, 3.55180, 2.01134], [1.89774, 1.09102, -6.07657], [1.06136, 1.75306, -7.15084], [0.49808, 2.93846, -6.62123], [3.06066, 1.88022, -5.86111], [2.10375, 0.03361, -6.23720], [1.35791, 1.11109, -5.12669], [0.22522, 1.09192, -7.38656], [1.67626, 1.94256, -8.03168], [0.38312, 3.55986, -7.34458], [2.78926, 2.79585, -5.97552], [-5.05201, -0.86734, 2.03292], [-5.29813, 0.50644, 1.50500], [-6.62473, 0.98044, 1.89098], [-4.93967, -0.94771, 3.44478], [-4.08371, -1.19495, 1.64928], [-5.77828, -1.59380, 1.66763], [-5.16388, 0.63210, 0.43052], [-4.57777, 1.22036, 1.91331], [-6.77133, 0.59214, 2.75902], [-4.01806, -1.01066, 3.71970], [-1.26386, -1.89859, -6.50564], [0.13439, -2.53027, -6.36801], [0.10246, -3.80994, -6.98789], [-1.30198, -0.62308, -5.92639], [-2.05843, -2.53422, -6.11108], [-1.44100, -1.85898, -7.58290], [0.42689, -2.75368, -5.33912], [0.95012, -1.94163, -6.79174], [0.94661, -4.24587, -6.85038], [-1.89209, -0.03436, -6.40180], [-1.33768, -0.91181, 6.83720], [-2.55342, -1.46006, 6.05381], [-2.45299, -1.30552, 4.64664], [-0.22577, -1.78104, 6.47807], [-1.36281, -0.83489, 7.92391], [-1.09880, 0.10378, 6.51223], [-3.42820, -0.94697, 6.45468], [-2.60962, -2.51844, 6.31074], [-1.79879, -1.93479, 4.32765], [0.18109, -1.32808, 5.72633], [4.35082, 1.11183, -2.60819], [5.71006, 0.89955, -1.92143], [6.78927, 1.38469, -2.72921], [4.31158, 0.33170, -3.81213], [4.30520, 2.12576, -3.01396], [3.46110, 0.85776, -2.03170], [5.87181, -0.17289, -1.81082], [5.80892, 1.34640, -0.93099], [6.64015, 2.32525, -2.85988], [4.06247, 0.83273, -4.59477]], "forces_ev_per_a": [[0.543, -0.343, 0.547], [0.664, -0.374, -0.011], [-0.490, 0.002, 0.018], [-0.087, 0.044, 0.168], [0.149, -0.080, -0.597], [-0.362, 0.614, -0.107], [-0.951, 0.144, 0.404], [1.093, -1.181, 0.638], [-0.156, 0.574, -0.623], [0.296, 0.270, 0.160], [-0.437, 0.245, -0.224], [0.142, 0.022, -0.304], [-0.843, 1.090, 1.188], [0.688, -1.667, -0.364], [0.764, -0.101, -0.107], [-0.543, 0.130, 0.335], [-0.342, -0.006, -1.272], [0.129, 0.432, 0.249], [-0.442, -0.313, 0.657], [0.590, -0.278, 0.428], [0.547, 0.308, -0.020], [0.074, 0.039, 0.068], [-0.044, 0.284, -0.357], [-0.452, 0.130, -0.693], [0.417, 0.088, -1.545], [0.841, 0.273, 0.845], [0.060, 0.721, 0.501], [0.009, -0.683, -0.336], [-0.126, 0.044, -0.941], [-0.499, 0.010, -0.352], [0.397, -0.030, 0.412], [-0.145, -0.272, 0.217], [0.056, 0.032, -0.089], [-0.893, -0.210, -0.184], [-0.161, -0.020, 0.254], [0.036, -0.099, -0.269], [0.571, 0.228, 0.145], [-0.005, -0.002, 0.073], [-0.385, 0.223, 0.648], [-0.205, -0.243, 0.375], [-0.073, 0.002, 0.168], [-1.541, 0.262, 0.503], [-0.027, 0.213, 0.174], [1.517, -0.430, -0.500], [-0.045, 0.657, -0.034], [0.086, -0.795, -0.061], [-0.764, -0.504, 1.287], [0.131, 0.051, 0.466], [0.127, 0.015, -0.314], [0.867, -0.141, 0.097], [-0.029, -0.543, -0.079], [-0.486, -0.188, 0.110], [-0.140, 0.056, 0.019], [-0.172, 0.032, 0.262], [-0.088, 0.022, -0.066], [-0.147, -0.092, -0.434], [0.610, 0.515, -0.720], [-0.008, 0.863, -0.483], [-0.224, 0.473, 0.065], [-1.128, -0.248, -1.126], [1.633, 0.806, 1.260], [-1.350, -1.214, -1.419], [-0.103, 0.553, -0.129], [1.191, 0.245, 1.127], [-0.168, -0.327, -0.022], [0.152, 0.128, -0.062], [-0.085, 0.200, 0.029], [-0.047, 0.087, -0.214], [0.992, 0.161, 0.019], [-0.555, -0.621, -0.295], [0.253, 0.208, 0.197], [0.593, 0.147, 0.140], [-0.248, -0.580, 0.213], [-0.002, -0.178, 0.312], [-0.338, 0.446, -0.256], [0.021, 1.220, -0.035], [-1.149, -1.049, 0.191], [1.868, -0.325, 0.242], [-1.255, 0.914, -0.674], [0.625, -0.880, 0.016], [-0.012, 1.274, 0.545], [0.213, -0.368, 0.108], [0.141, 0.089, -0.192], [-0.477, -0.194, -0.226], [-0.273, 0.318, -0.168], [0.324, 0.239, -0.206], [-0.605, -0.211, 0.023], [-0.011, -0.436, -0.003], [0.144, 0.271, -0.351], [-0.136, -0.135, 0.799], [0.116, -0.175, -0.022], [0.007, -0.709, -0.115], [0.478, -0.204, -1.242], [-0.757, -1.321, 2.018], [0.016, 0.375, -0.522], [-0.356, -0.711, -0.035], [0.055, -0.422, 0.517], [0.317, 0.714, -0.874], [-0.027, 0.147, 0.509], [0.119, 0.445, 0.080], [0.101, -0.105, -0.152], [-0.136, -0.329, -0.541], [0.038, 0.412, -0.058], [0.080, 0.385, -0.245], [0.435, -0.169, 0.150], [-0.170, 0.255, -0.384], [0.152, 0.542, 0.343], [-0.303, -0.192, 0.203], [-0.080, -0.069, 0.190], [-0.359, -0.565, 0.677], [0.035, -0.132, -0.113], [0.036, 0.212, 0.307], [-0.646, -0.235, -0.455], [0.396, -0.448, -0.058], [-0.028, 0.560, -0.122], [0.532, 0.104, 0.042], [-0.175, 0.306, -0.460], [-0.214, 0.069, -0.095], [0.417, 0.361, 0.021], [-0.611, 0.906, 0.720], [-0.566, -1.236, 0.185], [0.396, 0.654, 0.125], [0.693, -0.441, -0.284], [0.528, 0.235, -0.461], [-0.510, -0.086, -0.097], [0.157, -0.248, -0.347], [-0.012, 0.004, -0.070], [-0.104, 0.100, 0.066], [0.013, 0.122, 0.126], [1.793, -0.881, -0.175], [-1.011, 1.324, 0.842], [0.805, -0.327, -0.618], [-1.249, 0.458, 0.156], [-0.091, -0.067, -0.447], [-0.239, 0.151, 0.103], [-0.498, -0.534, -0.160], [0.263, -0.130, 0.369], [-0.061, 0.062, 0.148], [0.221, -0.015, -0.028], [0.527, -0.616, -1.005], [0.108, -0.849, 0.837], [-0.511, -0.044, -0.632], [0.405, 0.577, 0.524], [0.243, -0.243, 0.305], [-0.079, 0.129, -0.134], [-0.292, 0.701, 0.420], [-0.346, 0.479, -0.209], [0.019, 0.036, 0.027], [-0.076, -0.169, -0.082], [1.131, -0.701, -1.531], [0.366, 0.252, 1.724], [0.011, 0.349, 0.359], [-0.570, 0.822, 0.540], [-0.712, -0.554, 0.021], [-0.141, 0.146, -0.261], [-0.346, -0.037, -0.603], [-0.217, -0.055, -0.010], [0.174, -0.028, 0.065], [0.017, -0.462, -0.335], [0.529, 0.111, -1.794], [-0.009, -0.100, -0.346], [-0.352, -0.189, 0.078], [0.219, -1.186, 0.486], [-0.200, 0.544, 0.833], [0.250, 0.212, 0.497], [0.031, -0.014, -0.071], [-0.563, 0.088, 0.109], [0.077, 0.071, -0.044], [0.009, 0.522, 0.275]]}